An isolated molecule of C4H9NOS at a distorted geometry, computed with the ωB97M-V functional and the def2-TZVPD basis.

XYZ file:
```
16
Properties=species:S:1:pos:R:3:nbo_charge:R:1
S -2.164 0.170 -0.035 1.2461
O -2.524 -1.250 0.262 -0.9785
N 0.399 -1.359 0.053 -0.8441
C 1.771 0.477 -0.194 -0.6323
C -0.782 0.150 -1.233 -0.6042
C -0.845 0.643 1.056 -0.7422
C 0.315 -0.043 -0.184 0.2159
H -0.525 -1.755 0.313 0.3992
H 2.443 0.246 -1.030 0.2406
H -0.595 -0.079 1.886 0.2363
H -0.610 1.615 1.443 0.2372
H -0.757 1.222 -1.611 0.2221
H 1.664 1.652 -0.367 0.2003
H 1.033 -1.543 0.839 0.3523
H -0.918 -0.512 -2.024 0.2336
H 2.095 0.366 0.827 0.2180
```

Values from the calculation:
Molecular weight ... 119.2 g mol⁻¹
Kohn-Sham gap ... 9.18 eV
Multiplicity ... 1
Calculated total energy ... -685.88441 a.u.
Energy relative to the best compared isomer or geometry (same formula, charge and spin) ... 3.661 eV